No. 1
Below is the molecule C3H5NO3 at a distorted geometry, with properties calculated with ωB97M-V/def2-TZVPD.

Structure (XYZ):
```
12
Properties=species:S:1:pos:R:3:lowdin_charge:R:1
N -0.063 1.556 -0.672 0.16
C 0.179 1.038 0.570 -0.52
O -0.096 1.624 1.600 0.06
C 0.891 -0.324 0.679 -0.03
O -0.096 -1.463 0.664 -0.01
C -0.841 -1.617 -0.441 -0.32
O -0.697 -0.938 -1.424 0.04
H 0.009 0.970 -1.491 0.08
H -0.734 2.312 -0.725 0.12
H 1.772 -0.314 -0.004 0.14
H 1.289 -0.424 1.689 0.13
H -1.613 -2.421 -0.444 0.16
```

Computed properties:
frontier orbital gap	0.397	hartree
molecular weight	103.077	g/mol
E	-10824.564	eV
structure (SMILES)	NC(=O)COC=O
energy relative to the best compared isomer or geometry (same formula, charge and spin)	108.4	kJ/mol
charge	0


No. 2
Below is a cluster of 2 separate species, C3H5NO3 in total at a distorted geometry, with properties calculated with ωB97M-V/def2-TZVPD.

Structure (XYZ):
```
12
Properties=species:S:1:pos:R:3:lowdin_charge:R:1
C -0.417 0.016 -0.097 -0.08
C 0.686 0.911 -0.001 -0.10
C 1.762 -0.216 0.160 -0.13
N -0.291 -1.213 -0.131 0.06
O 1.062 -1.494 -0.075 -0.15
O -3.523 -0.165 0.105 -0.05
O -2.683 0.884 -0.067 -0.09
H 0.969 1.452 -0.803 0.08
H 0.783 1.472 0.949 0.14
H 2.643 -0.358 -0.589 0.14
H 2.299 -0.432 1.070 0.10
H -3.291 -0.857 -0.521 0.09
```

Computed properties:
frontier orbital gap (alpha / beta)	0.309 / 0.327	hartree
molecular weight	103.077	g/mol
E	-10815.444	eV
energy relative to the best compared isomer or geometry (same formula, charge and spin)	988.4	kJ/mol
charge	0


No. 3
Below is a cluster of 2 separate species, C3H5NO3 in total at a distorted geometry, with properties calculated with ωB97M-V/def2-TZVPD.

Structure (XYZ):
```
12
Properties=species:S:1:pos:R:3:lowdin_charge:R:1
C 0.228 0.379 -0.624 -0.18
C -0.894 0.167 0.276 -0.12
C 1.641 -0.024 -0.246 -0.03
N -2.212 -0.312 0.157 -0.35
O -3.203 0.328 0.485 0.10
O -2.175 -1.492 -0.221 0.07
O -0.586 1.483 -0.004 0.09
H 0.073 0.347 -1.690 0.14
H 1.306 -0.462 1.902 0.16
H 1.622 -0.078 1.046 0.01
H 2.369 0.620 -0.418 0.03
H 1.831 -0.957 -0.663 0.07
```

Computed properties:
frontier orbital gap (alpha / beta)	0.323 / 0.267	hartree
molecular weight	103.077	g/mol
E	-10814.638	eV
energy relative to the best compared isomer or geometry (same formula, charge and spin)	1066.2	kJ/mol
charge	0


No. 4
Below is the molecule C3H5NO3 at a distorted geometry, with properties calculated with ωB97M-V/def2-TZVPD.

Structure (XYZ):
```
12
Properties=species:S:1:pos:R:3:lowdin_charge:R:1
C 0.031 1.740 0.271 -0.07
O -0.146 0.475 0.870 -0.08
N -0.048 -0.728 0.081 -0.01
C 1.238 -1.137 -0.187 -0.28
O 2.214 -0.517 0.075 0.12
C -1.266 -1.237 -0.144 -0.31
O -2.260 -0.623 0.045 0.12
H 0.735 2.425 0.726 0.10
H -0.901 2.233 0.096 0.08
H 0.392 1.679 -0.697 0.06
H 1.120 -2.070 -0.668 0.13
H -1.109 -2.241 -0.468 0.13
```

Computed properties:
frontier orbital gap	0.418	hartree
molecular weight	103.077	g/mol
E	-10821.743	eV
structure (SMILES)	CON(C=O)C=O
energy relative to the best compared isomer or geometry (same formula, charge and spin)	380.6	kJ/mol
charge	0


No. 5
Below is the molecule C3H5NO3 at a distorted geometry, with properties calculated with ωB97M-V/def2-TZVPD.

Structure (XYZ):
```
12
Properties=species:S:1:pos:R:3:lowdin_charge:R:1
C 0.433 -0.895 1.130 0.26
C -1.039 0.201 -0.443 -0.41
C 0.635 -0.090 -0.055 -0.73
N 1.202 1.225 0.099 0.12
O -1.691 -0.938 -0.704 0.10
O -1.478 1.302 -0.627 0.10
O 1.242 -0.957 -0.826 0.08
H -2.548 -0.707 -1.105 0.14
H 2.026 1.301 -0.487 0.09
H 0.539 1.957 -0.135 0.07
H 0.908 -0.653 2.076 0.10
H -0.229 -1.747 1.076 0.09
```

Computed properties:
frontier orbital gap (alpha / beta)	0.265 / 0.299	hartree
molecular weight	103.077	g/mol
E	-10820.986	eV
energy relative to the best compared isomer or geometry (same formula, charge and spin)	453.7	kJ/mol
charge	0


No. 6
Below is the molecule C3H5NO3, with properties calculated with ωB97M-V/def2-TZVPD.

Structure (XYZ):
```
12
Properties=species:S:1:pos:R:3:lowdin_charge:R:1
N -0.548 0.791 1.154 0.25
C 0.415 -0.203 0.762 -0.74
O 0.914 -0.367 1.920 0.08
C -0.235 -1.276 -0.111 -0.04
O -0.521 -0.553 -1.323 -0.02
C 0.078 0.662 -1.116 -0.28
O 1.176 0.531 -0.363 0.03
H -0.727 1.241 -0.290 0.17
H 0.026 1.621 1.357 0.11
H 0.447 -2.107 -0.314 0.14
H -1.169 -1.627 0.327 0.14
H 0.143 1.289 -2.003 0.17
```

Computed properties:
frontier orbital gap (alpha / beta)	0.295 / 0.294	hartree
molecular weight	103.077	g/mol
E	-10819.330	eV
energy relative to the best compared isomer or geometry (same formula, charge and spin)	613.5	kJ/mol
charge	0


No. 7
Below is a cluster of 2 separate species, C3H5NO3 in total at a distorted geometry, with properties calculated with ωB97M-V/def2-TZVPD.

Structure (XYZ):
```
12
Properties=species:S:1:pos:R:3:lowdin_charge:R:1
N 0.585 1.533 -0.608 0.18
C 0.006 0.984 0.411 -0.64
O -1.249 1.168 0.415 0.10
C 0.252 0.133 1.404 0.22
O -0.822 -1.811 0.369 0.11
C -0.515 -1.821 -0.800 -0.51
O -0.027 -0.790 -1.268 -0.05
H 1.429 1.041 -0.867 0.12
H 0.204 2.009 -1.391 0.13
H 1.261 0.339 1.732 0.10
H -0.353 -0.263 2.182 0.10
H -0.772 -2.520 -1.578 0.14
```

Computed properties:
frontier orbital gap (alpha / beta)	0.231 / 0.272	hartree
molecular weight	103.077	g/mol
E	-10818.739	eV
energy relative to the best compared isomer or geometry (same formula, charge and spin)	670.5	kJ/mol
charge	0


No. 8
Below is a structure of composition C3H5NO3P at a distorted geometry, with properties calculated with ωB97M-V/def2-TZVPD.

Structure (XYZ):
```
13
Properties=species:S:1:pos:R:3:lowdin_charge:R:1
C 2.836 -0.372 -0.311 -0.67
C 0.109 0.219 0.497 -0.74
C -2.087 0.935 0.602 -0.26
N -0.709 1.098 0.774 -0.07
O 2.629 -0.522 -1.416 0.13
O 3.626 -0.311 0.531 0.12
O 1.340 0.275 0.615 -0.09
P -0.497 -1.425 -0.499 0.79
H -2.559 1.855 0.180 0.05
H -2.302 0.067 -0.130 0.01
H -2.684 0.779 1.630 0.09
H -0.506 -0.983 -1.808 -0.15
H 0.803 -1.612 -0.666 -0.21
```

Computed properties:
frontier orbital gap	0.303	hartree
molecular weight	134.051	g/mol
E	-20113.429	eV
energy relative to the best compared isomer or geometry (same formula, charge and spin)	227.7	kJ/mol
charge	-1